C20H17ClHo | the ωB97M-V functional and the def2-TZVPD basis

Output
⟨S²⟩: 6.005
Energy above the lowest of the compared OMol25 structures with the same formula, charge and spin: 27.88 kcal per mole
Multiplicity: 5
Total charge: -1
Energy: -2180.61626 Eh

The geometry in XYZ format:
```
39
Properties=species:S:1:pos:R:3:nbo_charge:R:1
C 1.49344 0.28681 0.70557 -0.3848
C 1.81630 1.60131 0.24405 -0.3701
C 2.03154 1.51407 -1.17188 -0.3308
H 1.96733 2.47847 0.89402 0.2304
C 1.83933 0.16185 -1.58798 -0.3718
C 1.52289 -0.59176 -0.41736 -0.2828
H 1.35696 -1.66727 -0.35845 0.2558
H 1.32586 -0.00264 1.74104 0.2364
H 2.33835 2.34629 -1.80684 0.2251
H 1.99988 -0.25605 -2.58227 0.2355
Ho -0.50073 1.01023 -0.73671 1.3989
Cl -2.35362 0.39162 0.76169 -0.5554
C -2.26028 2.65600 -1.21671 -0.3711
C -1.59714 2.42736 -2.47359 -0.4292
C -0.38602 3.19614 -2.45701 -0.3143
H -2.01824 1.88119 -3.32005 0.2397
C -0.29843 3.87558 -1.21209 -0.2899
C -1.42744 3.51482 -0.42329 -0.3400
H -1.70205 3.95292 0.53856 0.2324
H -3.26490 2.32329 -0.96798 0.2589
H 0.26573 3.35860 -3.31590 0.2203
H 0.43879 4.63913 -0.95435 0.2167
C -0.20149 -5.82601 0.32632 -0.2368
C -0.18611 -4.74437 1.23999 -0.2537
C -0.37500 -3.43509 0.80944 -0.1962
C -0.74903 -3.16457 -0.54081 -0.0275
C -0.91007 -1.89822 -1.12295 -0.2770
C -1.31437 -1.70273 -2.40931 -0.3184
C -1.32687 -2.83855 -3.29416 -0.1983
C -1.26920 -4.11385 -2.78584 -0.2672
C -0.93385 -4.32465 -1.42807 -0.0828
C -0.70595 -5.63353 -0.94946 -0.1958
H 0.14951 -6.80955 0.63943 0.1949
H -0.00966 -4.96148 2.29452 0.1971
H -0.22766 -2.58822 1.48908 0.2199
H -1.61971 -0.73101 -2.81575 0.1690
H -1.43606 -2.67523 -4.36519 0.1821
H -1.46896 -4.97885 -3.42513 0.1905
H -0.85677 -6.49296 -1.61472 0.1904
```

---

C4H11N2 | the ωB97M-V functional and the def2-TZVPD basis

Output
Energy above the lowest of the compared OMol25 structures with the same formula, charge and spin: 45.88 kcal per mole
Total charge: +1
Energy: -268.23177 Eh

The geometry in XYZ format:
```
17
Properties=species:S:1:pos:R:3:nbo_charge:R:1
C 1.17878 -0.66995 -2.10644 -0.4336
C -1.04103 0.22785 -1.72203 0.1209
N 0.16780 0.08111 -1.37146 -0.3913
H 1.58176 -1.43300 -1.44942 0.2470
H 1.97588 0.00252 -2.41295 0.2499
H 0.72943 -1.12791 -2.98222 0.2325
H -1.37244 -0.23382 -2.64383 0.2216
H -1.71052 0.79965 -1.09288 0.2350
H 0.45653 0.48585 -0.46266 0.4623
C 0.69806 0.81246 1.57242 -0.6345
C -0.08472 -0.19389 1.99439 0.0612
N -1.44582 -0.10963 2.23848 -0.8030
H 0.28628 1.80682 1.43477 0.2104
H 1.76216 0.66017 1.47637 0.2335
H 0.32206 -1.18605 2.14548 0.2052
H -1.75642 0.83345 2.43535 0.3850
H -1.74778 -0.75560 2.94664 0.3976
```

---

C14H39CrN3O8P | the ωB97M-V functional and the def2-TZVPD basis

Output
⟨S²⟩: 6.013
Energy above the lowest of the compared OMol25 structures with the same formula, charge and spin: 19.93 kcal per mole
Multiplicity: 5
Total charge: -1
Energy: -2708.99294 Eh

The geometry in XYZ format:
```
66
Properties=species:S:1:pos:R:3:nbo_charge:R:1
Cr 9.65854 2.01668 12.11275 1.1309
P 8.57708 2.30550 14.15929 2.4699
O 7.90372 2.62618 15.44895 -1.1709
O 7.71148 1.68349 13.00123 -1.2487
O 9.86095 1.33957 14.11997 -1.2521
O 9.26799 3.55135 13.41086 -1.1755
C 12.24901 -2.87765 13.99106 -0.6215
C 11.61762 -1.64698 14.61350 -0.0512
O 10.93454 -0.92744 13.59132 -0.8167
H 11.47173 -3.56897 13.64722 0.1996
H 12.88327 -3.40716 14.70678 0.1961
H 12.83703 -2.64518 13.10069 0.1986
H 12.39224 -0.99588 15.03137 0.1535
H 10.87171 -1.91663 15.36461 0.1685
H 10.77028 0.01828 13.89517 0.5409
C 10.32744 4.48441 9.03591 -0.6145
C 9.26084 4.54599 10.10785 -0.0768
C 8.12375 5.45925 9.72563 -0.0688
O 7.26394 4.78792 8.81304 -0.5629
C 5.98334 5.35857 8.76682 -0.2424
N 8.80588 3.18912 10.49184 -0.8403
H 10.77254 5.46306 8.86874 0.2027
H 9.87081 4.12355 8.10471 0.1959
H 11.10156 3.77320 9.31402 0.2226
H 9.73510 4.97011 11.00155 0.2202
H 8.53788 6.32812 9.18496 0.1599
H 7.59265 5.83599 10.60518 0.1884
H 6.02168 6.45732 8.78817 0.1611
H 5.36902 5.03652 9.61824 0.1769
H 5.49680 5.05434 7.84072 0.1799
H 7.89162 3.33306 10.92480 0.4008
H 8.65504 2.65987 9.63370 0.3895
C 12.97563 1.88753 10.04948 -0.6181
C 12.84096 1.59747 11.53220 -0.0789
C 14.23117 1.67682 12.17522 -0.0660
O 14.78036 2.93662 11.90546 -0.5472
C 16.02182 3.11533 12.51879 -0.2395
N 11.90822 2.59582 12.13646 -0.8363
H 13.85849 1.41248 9.62092 0.2041
H 13.13916 2.96158 9.92557 0.2122
H 12.07416 1.63871 9.48949 0.2133
H 12.41767 0.61385 11.74487 0.2096
H 14.84893 0.84222 11.80446 0.1567
H 14.13472 1.56971 13.26934 0.1698
H 15.96717 2.91288 13.60372 0.1638
H 16.32010 4.15570 12.41918 0.1890
H 16.77587 2.43386 12.10362 0.1588
H 12.33410 3.50480 11.94931 0.3678
H 11.96029 2.52663 13.15653 0.4009
C 10.00211 -2.08760 9.96819 -0.6179
C 9.90282 -0.56448 9.90128 -0.0668
C 8.81345 -0.24704 8.92224 -0.0479
O 8.70028 1.13260 8.71478 -0.5515
C 7.70964 1.46177 7.78296 -0.2568
N 9.59212 -0.01578 11.24551 -0.8480
H 9.03936 -2.59748 9.97418 0.2045
H 10.60785 -2.38811 10.82202 0.2266
H 10.53337 -2.44791 9.07415 0.1977
H 10.84389 -0.19470 9.49573 0.1925
H 7.84990 -0.68577 9.23298 0.1678
H 9.05387 -0.74443 7.96167 0.1597
H 6.73690 1.02128 8.05815 0.1687
H 7.96721 1.12068 6.77178 0.1601
H 7.56215 2.54147 7.80040 0.2160
H 10.21200 -0.52306 11.88543 0.4238
H 8.65355 -0.33255 11.49275 0.3978
```

---

C3H3N | the ωB97M-V functional and the def2-TZVPD basis

Output
SMILES string: [H]/N=C/C#C
Energy above the lowest of the compared OMol25 structures with the same formula, charge and spin: 43.86 kcal per mole
Energy: -170.76022 Eh

The geometry in XYZ format:
```
7
Properties=species:S:1:pos:R:3:nbo_charge:R:1
H 2.36456 0.10357 0.20238 0.3287
N 1.48917 0.61495 -0.06291 -0.5244
C 0.67853 -0.33776 -0.12583 0.0423
C -0.76060 -0.06249 -0.14803 -0.0686
C -1.92336 0.25047 -0.02685 -0.1768
H 0.98789 -1.28322 0.12826 0.1715
H -2.83618 0.71449 0.03299 0.2273
```

---

C4H6O5V | the ωB97M-V functional and the def2-TZVPD basis

Output
⟨S²⟩: 6.002
Energy above the lowest of the compared OMol25 structures with the same formula, charge and spin: 11.50 kcal per mole
Multiplicity: 5
Total charge: +1
Energy: -1475.73393 Eh

The geometry in XYZ format:
```
16
Properties=species:S:1:pos:R:3:nbo_charge:R:1
O -0.28145 3.22284 0.02805 -0.6116
C -0.44969 2.03316 -0.49184 1.0336
O -1.59466 1.43916 -0.38013 -0.8587
O 0.61805 1.40050 -0.68499 -0.5226
H -1.09219 3.57741 0.41767 0.5047
V -3.48716 1.97076 -0.69779 0.9045
H -1.25427 0.01316 -0.09870 0.3264
C 0.72497 -0.41288 -0.99908 -0.0140
C -0.25872 -1.12689 -0.22914 -0.2178
O 0.19373 -1.67607 0.98157 -0.5165
C 1.40028 -2.19818 1.03927 0.3754
O 1.56527 -2.55268 2.28914 -0.6502
H 0.43659 -0.36933 -2.05361 0.2263
H 1.77195 -0.57199 -0.73415 0.2676
H -0.76892 -1.90719 -0.80395 0.2414
H 2.47622 -2.84177 2.41767 0.5115
```